Entry 1:
Molecular formula: C2H2NO2S2
Method: DFT, wB97M-V/def2-TZVPD

Summary:
* energy: -29361.8914 eV
* molecular weight: 136.18 g mol⁻¹
* orbital gap: 6.457 eV
* E_LUMO: 3.765 eV
* max |F|: 7.6 eV/Å
* charge: -1

Atoms and positions in Å:
C  1.759  -1.153  0.182
C  -1.948  0.062  -0.277
N  -0.948  -0.005  0.368
O  1.778  -1.086  1.329
O  1.649  -1.299  -0.981
S  2.269  1.758  0.101
S  0.203  1.544  0.466
H  -2.401  -0.863  -0.375
H  -2.361  1.042  -0.813

Cartesian forces (eV/Å) of the 2 atoms listed first:
C -0.8 -0.1 -2.1
C -3.5 3.7 -3.2

---

Entry 2:
Molecular formula: C4H4CsO
Method: DFT, wB97M-V/def2-TZVPD

Summary:
* energy: -6796.6108 eV
* molecular weight: 200.98 g mol⁻¹
* orbital gap (alpha / beta): 6.071 / 6.080 eV
* E_LUMO (alpha / beta): -4.025 / -4.025 eV
* max |F|: 3.6 eV/Å
* charge: +1

Atoms and positions in Å:
H  -4.976  1.110  0.801
C  -4.905  1.527  2.391
C  -3.787  0.674  2.232
C  -3.820  0.215  0.883
C  -2.975  0.013  -0.067
O  -2.168  -0.307  -0.869
Cs  1.822  -1.572  -3.725
H  -4.734  2.588  2.192
H  -5.515  1.316  3.276
H  -3.592  -0.091  2.990

Cartesian forces (eV/Å) of the 2 atoms listed first:
H 1.6 -1.1 0.3
C 0.8 0.1 1.6

---

Entry 3:
Molecular formula: C12H39N15O11Zn
Method: DFT, wB97M-V/def2-TZVPD

Summary:
* energy: -106364.1447 eV
* molecular weight: 634.93 g mol⁻¹
* orbital gap: 3.831 eV
* E_LUMO: -4.927 eV
* max |F|: 8.6 eV/Å
* charge: 0

Atoms and positions in Å:
Zn  -0.008  -2.793  -1.065
C  -0.632  0.783  0.106
O  0.398  0.125  0.435
O  -1.424  0.146  -0.570
O  -0.615  1.980  0.282
C  6.177  -0.113  -1.540
O  6.801  -0.632  -2.515
N  5.553  0.976  -1.548
N  5.966  -0.745  -0.437
H  5.557  1.471  -2.428
H  4.816  1.294  -0.934
H  6.448  -1.562  -0.088
H  5.563  -0.082  0.210
C  3.699  -2.105  5.731
O  3.778  -3.153  5.110
N  4.325  -1.935  6.847
N  3.098  -1.078  5.276
H  4.297  -0.986  7.191
H  4.892  -2.711  7.157
H  3.218  -0.186  5.735
H  2.563  -1.125  4.421
C  -0.418  7.781  -2.089
O  -0.634  8.863  -2.610
N  -0.728  6.647  -2.693
N  -0.148  7.676  -0.833
H  -0.567  5.895  -2.040
H  -1.072  6.608  -3.643
H  -0.367  6.816  -0.350
H  0.030  8.566  -0.390
C  -7.153  2.457  -0.172
O  -8.351  2.767  -0.056
N  -6.108  3.214  -0.280
N  -6.782  1.236  -0.157
H  -5.226  2.789  -0.031
H  -6.234  4.190  -0.507
H  -5.813  1.065  -0.387
H  -7.477  0.505  -0.127
C  -5.193  0.559  -5.889
O  -5.621  0.690  -7.018
N  -5.118  -0.572  -5.217
N  -4.427  1.448  -5.276
H  -4.709  -0.482  -4.297
H  -5.248  -1.428  -5.737
H  -4.156  1.222  -4.329
H  -4.353  2.425  -5.523
C  1.730  -0.712  -5.743
O  1.470  -1.416  -4.818
N  2.556  -0.948  -6.736
N  1.195  0.460  -5.883
H  3.157  -1.758  -6.786
H  2.416  -0.281  -7.481
H  0.483  0.692  -5.205
H  1.353  1.093  -6.654
C  0.552  4.846  5.199
O  1.064  5.391  6.178
N  1.374  4.353  4.301
N  -0.712  4.962  4.789
H  0.946  4.039  3.442
H  2.359  4.339  4.524
H  -1.359  5.556  5.287
H  -0.893  4.500  3.909
C  1.741  -7.686  1.959
C  0.740  -6.656  1.376
C  -0.293  -6.248  2.399
O  -0.908  -5.036  1.923
C  -1.869  -4.446  2.794
N  1.346  -5.538  0.659
H  2.439  -7.294  2.699
H  2.436  -8.014  1.185
H  1.284  -8.526  2.481
H  0.178  -7.224  0.635
H  0.232  -6.064  3.336
H  -1.125  -6.953  2.387
H  -1.348  -4.242  3.729
H  -2.728  -5.088  2.988
H  -2.308  -3.549  2.356
H  2.096  -5.151  1.214
H  1.798  -5.905  -0.166

Cartesian forces (eV/Å) of the 2 atoms listed first:
Zn 0.3 0.2 0.4
C 1.1 -0.4 -1.5

---

Entry 4:
Molecular formula: C2H4N4O
Method: DFT, wB97M-V/def2-TZVPD

Summary:
* SMILES string: [H]/N=c1/[nH]cnn1O
* energy: -10142.8845 eV
* molecular weight: 100.08 g mol⁻¹
* orbital gap: 8.566 eV
* E_LUMO: 0.558 eV
* max |F|: 5.2 eV/Å
* charge: 0

Atoms and positions in Å:
H  -1.943  0.851  0.810
N  -1.333  0.513  1.604
C  -0.513  -0.056  0.728
N  0.719  -0.621  0.950
C  1.433  -0.769  -0.314
N  0.693  -0.211  -1.202
N  -0.334  0.348  -0.559
O  -1.299  0.898  -1.268
H  1.067  -1.156  1.717
H  2.368  -1.372  -0.441
H  -0.857  1.575  -2.023

Cartesian forces (eV/Å) of the 2 atoms listed first:
H -0.5 0.5 1.9
N 0.0 -1.8 -3.5

---

Entry 5:
Molecular formula: C17H28NO2P2V
Method: DFT, wB97M-V/def2-TZVPD

Summary:
* ⟨S²⟩: 3.78
* multiplicity: 4
* energy: -67926.8283 eV
* molecular weight: 391.31 g mol⁻¹
* orbital gap (alpha / beta): 5.960 / 7.647 eV
* E_LUMO (alpha / beta): -2.960 / -3.090 eV
* max |F|: 2.6 eV/Å
* charge: +1

Atoms and positions in Å:
V  -0.726  0.260  -0.528
P  -0.006  2.423  -0.879
C  1.791  2.043  -1.041
C  2.194  0.641  -0.650
N  1.240  -0.270  -0.347
C  1.564  -1.460  0.211
C  2.899  -1.805  0.400
C  3.900  -0.933  -0.022
C  3.537  0.296  -0.570
C  0.441  -2.289  0.796
P  -1.073  -2.849  -0.133
H  4.270  1.022  -0.912
H  3.128  -2.745  0.900
H  4.950  -1.194  0.096
H  0.891  -3.240  1.118
H  0.066  -1.790  1.712
H  2.092  2.270  -2.059
H  2.301  2.777  -0.392
H  1.070  -0.771  -5.565
O  1.947  -0.864  -5.953
H  2.545  -0.383  -5.349
H  -1.820  -2.196  -1.164
O  -2.065  -0.252  -1.660
H  -2.646  0.077  -2.360
C  -0.621  -4.391  -0.940
H  0.058  -4.976  -0.308
H  -1.529  -4.966  -1.146
H  -0.126  -4.141  -1.884
C  -2.230  -3.278  1.191
H  -3.258  -3.222  0.815
H  -2.014  -4.301  1.525
H  -2.120  -2.588  2.036
C  -0.091  3.851  0.218
H  0.318  4.747  -0.269
H  -1.146  4.014  0.477
H  0.455  3.644  1.147
C  -0.504  2.987  -2.525
H  -1.559  3.287  -2.455
H  0.119  3.835  -2.839
H  -0.416  2.160  -3.246
C  -1.934  1.745  4.011
C  -2.866  1.709  2.967
C  -2.498  1.203  1.710
C  -1.190  0.768  1.526
C  -0.250  0.783  2.543
C  -0.633  1.276  3.805
H  -2.227  2.137  4.989
H  -3.881  2.074  3.126
H  -3.208  1.150  0.883
H  0.768  0.429  2.371
H  0.092  1.292  4.619

Cartesian forces (eV/Å) of the 2 atoms listed first:
V -0.7 0.1 1.1
P 0.4 -0.3 -0.2

---

Entry 6:
Molecular formula: C4H6O2
Method: DFT, wB97M-V/def2-TZVPD

Summary:
* energy: -8337.2565 eV
* molecular weight: 86.09 g mol⁻¹
* orbital gap: 9.586 eV
* E_LUMO: 0.549 eV
* max |F|: 0.9 eV/Å
* charge: 0

Atoms and positions in Å:
C  -1.698  -0.294  0.260
C  -0.389  -0.258  1.046
C  0.863  0.284  0.435
O  0.778  0.259  -0.885
C  2.082  0.566  -1.354
O  2.710  -0.206  -2.001
H  -1.996  0.710  -0.057
H  -1.635  -0.923  -0.632
H  -2.495  -0.688  0.899
H  -0.070  -1.277  1.329
H  -0.521  0.251  2.009
H  2.370  1.575  -1.047

Cartesian forces (eV/Å) of the 2 atoms listed first:
C 0.0 0.0 -0.1
C 0.1 0.1 0.1

---

Q: What is the formula in the third record?
A: C12H39N15O11Zn

---

Q: Number 2 is which compound?
A: C4H4CsO